1.
C10H30AgNO8S5 as an isolated structure at a distorted geometry, computed with ωB97M-V/def2-TZVPD.

Last column: Mulliken charge in e.
CARTESIAN COORDINATES (ANGSTROEM)
1 Ag -11.588 -22.118 -8.271  2.22
2 N -11.481 -25.062 -7.487  1.10
3 O -12.587 -24.647 -7.772  -0.54
4 O -10.499 -24.325 -7.612  -0.64
5 O -11.339 -26.214 -7.161  -0.65
6 C -7.877 -21.521 -10.837  -0.96
7 S -9.235 -20.430 -10.097  0.63
8 O -9.546 -21.174 -8.779  -0.81
9 C -8.209 -18.977 -9.573  -1.19
10 H -7.567 -21.061 -11.775  0.42
11 H -8.257 -22.527 -11.015  0.18
12 H -7.053 -21.547 -10.124  0.35
13 H -7.469 -19.140 -8.790  0.41
14 H -8.785 -18.180 -9.104  0.28
15 H -7.689 -18.486 -10.395  0.47
16 C -14.786 -21.917 -7.064  -0.23
17 S -15.876 -21.528 -5.644  0.46
18 O -15.539 -20.109 -5.137  -0.60
19 C -17.395 -21.258 -6.735  -0.92
20 H -13.736 -22.113 -6.847  0.11
21 H -14.760 -21.041 -7.712  -0.32
22 H -15.066 -22.770 -7.683  0.47
23 H -17.920 -22.141 -7.101  0.37
24 H -17.291 -20.622 -7.614  0.25
25 H -18.015 -20.700 -6.034  0.36
26 C -12.293 -24.078 -12.669  -1.08
27 S -11.323 -23.311 -11.306  0.54
28 O -12.297 -23.035 -10.173  -0.77
29 C -10.261 -24.747 -10.809  -1.29
30 H -12.952 -24.844 -12.259  0.35
31 H -11.497 -24.651 -13.144  0.43
32 H -12.778 -23.333 -13.301  0.34
33 H -9.655 -25.016 -11.674  0.53
34 H -10.947 -25.568 -10.599  0.44
35 H -9.580 -24.517 -9.990  0.33
36 C -14.470 -18.919 -9.850  -0.91
37 S -12.912 -18.809 -8.862  0.51
38 O -12.224 -20.087 -9.214  -0.34
39 C -11.988 -17.667 -10.018  -1.03
40 H -15.178 -19.578 -9.348  0.13
41 H -14.253 -19.279 -10.855  0.34
42 H -14.983 -17.973 -10.025  0.45
43 H -12.547 -16.810 -10.393  0.46
44 H -11.526 -18.250 -10.814  0.25
45 H -11.178 -17.238 -9.429  0.26
46 C -12.658 -19.203 -4.962  -0.57
47 S -11.075 -20.029 -5.278  0.27
48 O -11.407 -21.304 -6.033  -0.62
49 C -10.260 -18.845 -6.358  -0.47
50 H -12.513 -18.126 -4.872  0.42
51 H -13.218 -19.599 -4.116  0.36
52 H -13.263 -19.434 -5.839  -0.08
53 H -10.863 -18.646 -7.244  -0.21
54 H -9.386 -19.427 -6.651  0.20
55 H -9.893 -17.935 -5.884  0.55

Summary:
Gap between HOMO and LUMO (spin up / spin down) (eV): 8.7 / 4.3
2S+1: 2
Charge: +1


2.
One molecule with the formula C5H10O at a distorted geometry, computed with ωB97M-V/def2-TZVPD.

Last column: Mulliken charge in e.
CARTESIAN COORDINATES (ANGSTROEM)
1 O -2.268 -0.339 -0.735  -0.52
2 C -1.869 0.634 0.145  -0.59
3 C -0.452 0.930 -0.064  -0.43
4 C 0.342 -0.298 0.087  0.06
5 C 1.876 -0.127 0.402  -0.85
6 C 1.375 -0.673 -0.835  -0.60
7 H -1.583 -1.023 -0.758  0.38
8 H -1.951 0.263 1.166  0.29
9 H -2.506 1.502 0.016  0.36
10 H -0.190 1.728 0.622  0.31
11 H -0.389 1.385 -1.048  0.36
12 H 0.359 -0.801 1.113  0.14
13 H 2.139 0.901 0.352  0.26
14 H 2.516 -0.780 0.970  0.32
15 H 1.374 0.022 -1.644  0.25
16 H 1.672 -1.675 -0.991  0.27

Summary:
Gap between HOMO and LUMO (eV): 10.3
Energy above the lowest of the compared OMol25 structures with the same formula, charge and spin (eV): 2.8636


3.
A 2-piece molecular cluster, C4H9NO3 overall at a distorted geometry, computed with ωB97M-V/def2-TZVPD.

Last column: Mulliken charge in e.
CARTESIAN COORDINATES (ANGSTROEM)
1 C -1.375 0.019 -1.399  -0.88
2 C -0.077 0.773 -1.470  -0.31
3 C 1.126 0.324 -1.085  -0.28
4 N 1.405 -0.847 -0.409  -0.34
5 H -1.638 -0.382 -2.382  0.29
6 H -1.346 -0.816 -0.702  0.25
7 H -2.188 0.681 -1.096  0.29
8 H -0.106 1.722 -1.987  0.30
9 H 2.001 0.937 -1.264  0.30
10 H 0.684 -1.551 -0.375  0.19
11 H 2.337 -1.213 -0.494  0.21
12 O -0.811 -1.394 1.631  -0.47
13 C -0.316 -0.471 2.184  0.72
14 O -0.246 0.892 1.699  -0.61
15 O 0.313 -0.329 3.316  -0.50
16 H -0.254 0.926 0.719  0.37
17 H 0.492 0.727 3.112  0.46

Summary:
Gap between HOMO and LUMO (eV): 9.1
Energy above the lowest of the compared OMol25 structures with the same formula, charge and spin (eV): 1.5044


4.
A 3-piece molecular cluster, CH7O2S overall, computed with ωB97M-V/def2-TZVPD.

Last column: Mulliken charge in e.
CARTESIAN COORDINATES (ANGSTROEM)
1 C -2.009 0.592 0.340  -0.72
2 S -0.721 -0.644 0.685  -0.70
3 H -2.764 0.162 -0.341  0.18
4 H -2.525 0.915 1.248  0.19
5 H -1.567 1.450 -0.158  0.20
6 H 2.557 -1.676 -0.172  0.29
7 H 1.102 -2.073 -0.102  0.27
8 O 1.950 -2.345 -0.500  -0.65
9 H 2.065 1.200 -0.111  0.28
10 H 0.610 0.891 -0.294  0.27
11 O 1.302 1.528 -0.596  -0.61

Summary:
Gap between HOMO and LUMO (eV): 6.8
Energy above the lowest of the compared OMol25 structures with the same formula, charge and spin (eV): 0.2134
Charge: -1


5.
A 3-piece molecular cluster, C3HCl3N2OS2 overall at a distorted geometry, computed with ωB97M-V/def2-TZVPD.

Last column: Mulliken charge in e.
CARTESIAN COORDINATES (ANGSTROEM)
1 S 0.984 -3.021 1.406  -0.28
2 C 0.427 -1.539 1.309  0.39
3 N -0.228 -0.491 1.351  -0.07
4 N -0.160 0.787 1.132  -0.40
5 C -1.142 1.573 1.409  0.56
6 Cl -2.394 1.073 2.443  -0.10
7 Cl -1.046 3.235 0.902  -0.11
8 O -2.339 -0.436 -0.452  -0.33
9 C -1.527 -0.503 -1.260  0.65
10 S -0.488 -0.652 -2.381  -0.31
11 Cl 3.359 -0.258 -3.088  -0.25
12 H 4.553 0.233 -2.771  0.25

Summary:
Gap between HOMO and LUMO (eV): 8.7